A structure of composition C57H56Cl4N5O3RbSb2, computed with ωB97M-V/def2-TZVPD.

Energy ... -5050.44638 Ha
Total charge ... -2
Kohn-Sham gap ... 4.78 eV

Last column: Löwdin charge in e.
Cartesian coordinates (Å):
1 H 0.25 3.34 -7.61  0.091
2 H -0.04 2.62 3.27  0.090
3 C 1.91 -0.45 -5.68  -0.123
4 H -0.02 5.01 -0.40  0.112
5 H 3.08 0.73 -4.32  0.095
6 H -6.98 3.40 -2.93  0.090
7 C 2.24 2.55 5.87  -0.598
8 C 0.22 5.65 0.45  -0.185
9 H -3.60 -2.44 4.88  0.124
10 C -5.97 3.03 -2.78  -0.117
11 C 6.02 -0.21 -2.38  -0.118
12 H 6.65 0.23 -3.14  0.088
13 C 0.20 3.46 2.61  -0.115
14 O 1.20 1.76 1.22  -0.137
15 C 1.12 2.94 1.54  -0.482
16 N 1.89 3.87 0.92  0.073
17 C -1.86 -0.67 -2.82  -0.379
18 C 4.39 -1.36 -0.39  -0.291
19 C -4.14 -0.12 6.25  -0.209
20 H -1.03 0.19 4.72  0.093
21 C 0.95 -4.12 0.75  -0.237
22 C -3.91 -1.60 4.25  -0.158
23 H -5.05 4.70 -3.78  0.093
24 C 2.17 -3.58 1.22  -0.390
25 H 6.07 1.52 -1.10  0.093
26 H -1.84 4.10 2.80  0.110
27 C 5.53 -1.50 -2.53  -0.107
28 Cl 1.14 3.91 5.89  0.630
29 Cl 5.03 -0.96 6.05  0.615
30 H -2.52 1.20 -5.15  0.098
31 C 0.80 3.12 -5.55  -0.109
32 N -2.85 0.21 1.65  0.167
33 H 1.71 -4.88 -3.70  0.094
34 H -1.80 5.90 1.12  0.103
35 H 2.38 5.76 0.29  0.113
36 H -2.72 -6.75 -2.61  0.092
37 C -0.03 2.94 -6.65  -0.112
38 Sb -1.33 1.32 -2.11  1.480
39 C -1.59 1.74 -5.25  -0.130
40 C 4.35 1.63 6.54  -0.748
41 C -5.74 1.84 -2.11  -0.102
42 C 1.89 -4.73 3.31  -0.102
43 H 1.08 2.74 -3.45  0.084
44 C 4.90 -0.05 -0.25  -0.029
45 H -0.59 6.14 2.38  0.111
46 H 0.14 -5.96 3.49  0.084
47 C -3.59 3.29 -3.08  -0.146
48 C -2.74 -0.24 2.71  -0.297
49 H -1.83 -4.86 -1.31  0.090
50 N 2.95 -2.91 0.28  -0.103
51 O 0.66 1.23 4.68  -0.276
52 C 0.27 -5.02 1.56  -0.143
53 C -1.24 -5.27 -2.12  -0.131
54 H -4.80 0.57 6.78  0.101
55 H 1.79 5.69 1.95  0.118
56 H 3.57 -3.46 2.85  0.110
57 H -3.10 1.47 5.20  0.118
58 C -0.78 1.94 -4.13  -0.389
59 H 4.35 -3.08 -1.68  0.094
60 C 2.70 0.19 5.38  -0.524
61 C 1.18 -1.95 -3.42  -0.318
62 C -1.07 4.08 2.02  -0.168
63 H 0.23 6.69 0.09  0.101
64 C 2.04 -0.86 -3.32  -0.163
65 H -3.00 -1.48 -1.19  0.079
66 H -1.03 -0.95 -3.46  0.013
67 H -5.74 -1.26 5.33  0.103
68 H 0.03 -3.12 -4.80  0.084
69 C 0.70 -2.28 -4.68  -0.164
70 H -3.88 -0.93 6.93  0.110
71 C -1.02 -2.10 -0.75  -0.350
72 H 0.67 -1.81 -6.78  0.088
73 Sb 0.86 -3.06 -1.35  1.602
74 C 0.74 -5.29 -3.46  -0.157
75 Cl 5.90 1.79 7.31  0.576
76 H 5.78 -2.06 -3.42  0.097
77 C -0.86 5.51 1.52  -0.213
78 C 1.80 1.35 5.28  -0.461
79 C -2.85 0.60 5.82  -0.168
80 H 2.45 -0.59 -2.34  0.078
81 C -3.35 2.08 -2.42  -0.389
82 H 2.19 0.13 -6.56  0.089
83 H -2.75 -0.56 -3.44  0.052
84 C 3.95 0.41 5.99  -0.622
85 Cl 3.96 4.24 7.18  0.565
86 H -2.30 0.96 6.69  0.117
87 C 1.63 5.30 0.94  -0.184
88 C 0.72 -5.31 2.85  -0.122
89 H -2.76 3.86 -3.46  0.093
90 H -4.39 -2.00 3.35  0.122
91 C -4.86 -0.69 5.03  -0.188
92 H 2.24 -4.94 4.32  0.100
93 H 0.73 4.20 3.21  0.079
94 C -1.75 -6.35 -2.85  -0.108
95 C -4.89 3.76 -3.26  -0.108
96 H -6.58 1.27 -1.72  0.095
97 H -2.36 -2.67 -2.32  0.087
98 C 3.49 2.71 6.49  -0.747
99 H 4.63 0.50 0.64  0.108
100 H 1.74 3.65 -5.66  0.096
101 H -0.73 -1.22 -0.17  0.027
102 C 5.69 0.51 -1.23  -0.106
103 C 0.25 -6.37 -4.18  -0.107
104 C -1.95 -0.33 5.01  -0.125
105 H 0.84 -6.80 -4.98  0.092
106 C 0.00 -4.72 -2.43  -0.341
107 Rb 1.62 -0.36 2.71  0.948
108 H -5.19 0.12 4.38  0.113
109 H -0.65 -5.48 1.20  0.079
110 H -1.40 -7.73 -4.45  0.088
111 C 4.73 -2.07 -1.56  -0.045
112 C 0.42 2.62 -4.31  -0.164
113 O 2.33 -0.94 4.92  -0.354
114 H 2.52 3.51 0.22  0.139
115 H -4.28 0.45 -1.38  0.082
116 N -2.70 -0.87 3.86  -0.097
117 C -2.11 -1.76 -1.77  -0.354
118 H -1.87 2.08 -7.35  0.094
119 H -1.45 3.46 1.21  0.110
120 C 2.40 -0.11 -4.43  -0.118
121 C -1.00 -6.90 -3.88  -0.120
122 C 2.62 -3.87 2.51  -0.051
123 H -1.43 -2.82 -0.03  0.039
124 C -1.22 2.24 -6.49  -0.099
125 N 3.53 -1.81 0.59  0.011
126 H -1.66 -1.19 5.62  0.133
127 C -4.45 1.38 -1.92  -0.132
128 C 1.06 -1.54 -5.81  -0.112

A cluster of 6 separate species, C57H58BF6N2O7PS2 in total, computed with ωB97M-V/def2-TZVPD.

Energy ... -4604.69000 Ha
Structure (SMILES) ... C#CCc1c(CCCN)c(N)c2c(c1S(C)(=O)=O)C(=O)c1c([PH2]=S)c(F)c(B(O)OCC)c(OCCCC)c1C2=O.Fc1ccccc1.Fc1ccccc1.Fc1ccccc1.Fc1ccccc1.Fc1ccccc1
Kohn-Sham gap ... 7.17 eV

Last column: Löwdin charge in e.
Cartesian coordinates (Å):
1 C 7.19 -0.25 4.17  -0.091
2 H -1.00 -3.05 -3.29  -0.020
3 F 6.35 -4.04 4.60  0.033
4 H 4.44 5.42 -3.31  0.069
5 H -6.28 2.34 -8.94  0.041
6 H -0.19 1.64 2.90  0.093
7 C 10.46 2.79 8.00  -0.084
8 C -3.81 -0.25 1.64  -0.017
9 H -4.99 -1.67 -7.41  0.072
10 H 7.71 0.37 6.77  0.105
11 C -6.86 3.06 -3.43  -0.165
12 H 1.66 -0.54 4.02  0.127
13 H 8.93 -3.97 4.82  0.118
14 C 8.46 -4.82 5.30  -0.014
15 C -3.59 -0.35 3.00  -0.277
16 H 11.52 2.22 6.21  0.117
17 C 8.48 1.04 7.13  -0.016
18 C -6.00 0.59 -5.58  -0.102
19 H 1.76 5.65 -0.65  0.113
20 H -8.36 2.68 -5.04  0.099
21 H -3.48 4.85 -4.05  0.096
22 C -4.43 -1.10 3.81  -0.016
23 H -6.81 3.92 -2.74  0.108
24 C 7.21 -6.99 6.52  -0.083
25 F -2.55 0.30 3.55  0.026
26 H 0.36 5.28 -1.66  0.107
27 C -3.53 0.11 -4.86  -0.139
28 C -7.67 -4.61 -3.39  -0.079
29 H 4.09 4.90 -1.64  0.075
30 C 7.09 -4.96 5.25  -0.275
31 C 1.63 3.50 -1.26  -0.175
32 O -2.59 -2.46 -5.02  -0.307
33 C 10.62 2.10 6.81  -0.017
34 H -6.16 -2.36 3.87  0.106
35 C 9.63 1.23 6.39  -0.278
36 H -0.52 -0.10 2.39  0.086
37 C 0.97 -0.80 -0.92  -0.197
38 C -1.01 -0.17 -4.19  -0.288
39 C -0.95 2.42 -3.15  -0.222
40 C 6.45 -6.03 5.85  -0.016
41 H 2.10 1.12 3.59  0.123
42 C -4.65 1.00 -4.95  -0.117
43 C 6.21 -1.21 3.93  -0.075
44 S -3.67 -1.59 -5.43  0.710
45 H 1.82 3.01 -2.24  0.127
46 H -0.50 0.35 4.09  0.075
47 S 1.69 -3.10 -4.13  0.128
48 C -7.55 -5.71 -1.28  -0.294
49 C 9.21 -5.77 5.98  -0.082
50 H -8.76 4.10 -4.04  0.115
51 C -8.23 -5.48 -2.46  -0.025
52 C -6.34 -5.11 -1.01  -0.025
53 H 7.43 1.58 8.92  0.106
54 C 7.05 1.03 3.66  -0.011
55 O 1.96 -0.23 1.95  0.021
56 C 2.27 5.42 -2.76  -0.238
57 C -4.58 2.34 -4.47  -0.080
58 C -5.73 -1.69 1.87  -0.094
59 C 4.94 0.39 2.67  -0.006
60 H 6.33 -2.22 4.33  0.073
61 C 0.31 -1.10 -2.14  -0.245
62 H -6.56 -2.21 1.43  0.101
63 H 9.18 -7.59 7.11  0.101
64 C -3.37 2.83 -3.86  -0.158
65 H -6.76 2.09 -2.91  0.113
66 H 1.86 2.70 1.22  0.111
67 H -9.17 -5.97 -2.64  0.114
68 H 0.48 -3.69 -1.68  -0.011
69 F 9.79 0.57 5.23  0.041
70 H 7.80 1.79 3.83  0.114
71 H 4.33 -1.64 2.98  0.109
72 C 8.59 -6.85 6.58  -0.098
73 C -6.45 -4.00 -3.14  -0.086
74 C -8.33 3.08 -4.00  -0.280
75 H -10.15 2.55 -3.14  0.061
76 N -3.31 4.16 -3.32  0.093
77 F 1.57 -1.82 -0.28  0.078
78 O 2.50 1.97 1.25  0.129
79 C 1.43 5.03 -1.50  -0.171
80 H 4.07 0.66 2.08  0.081
81 H 11.23 3.47 8.34  0.104
82 H 2.55 3.38 -0.66  0.120
83 H -4.12 4.24 -2.69  0.093
84 H 5.37 -6.12 5.80  0.118
85 C -0.25 1.32 -2.33  0.016
86 H 3.79 3.79 -3.06  0.073
87 H -5.43 4.33 -4.52  0.103
88 C 1.05 0.51 -0.38  0.102
89 O -0.48 -0.80 -5.05  0.101
90 H 9.18 3.14 9.69  0.101
91 C 5.92 1.34 2.91  -0.270
92 H 10.29 -5.66 6.03  0.105
93 H -8.20 -4.41 -4.32  0.102
94 C -5.50 -1.77 3.24  -0.080
95 H -6.12 -0.49 -5.72  0.093
96 C -3.91 -1.56 -7.23  -0.103
97 C 9.31 2.60 8.76  -0.098
98 H -6.32 3.19 -5.54  0.095
99 C -6.01 1.20 -6.99  -0.130
100 H -5.05 -0.87 0.01  0.103
101 N -9.20 2.19 -3.19  -0.021
102 C -2.27 1.94 -3.81  0.004
103 H 2.37 6.52 -2.87  0.102
104 C -0.01 0.57 3.12  -0.066
105 C -5.79 3.29 -4.56  -0.140
106 C -6.04 1.72 -8.08  0.108
107 O -4.90 -2.12 -4.84  -0.362
108 H -5.84 -5.31 -0.07  0.115
109 H -4.83 -3.77 -1.75  0.104
110 C 1.51 0.24 3.24  -0.197
111 H -4.23 -1.16 4.88  0.117
112 C -5.78 -4.25 -1.95  -0.076
113 H 1.82 4.97 -3.67  0.099
114 H 6.72 -7.83 6.98  0.105
115 H 8.06 -0.50 4.76  0.075
116 C 8.32 1.73 8.33  -0.077
117 P 0.31 -2.83 -2.79  0.399
118 H -3.64 -0.54 -7.60  0.075
119 H -9.21 1.25 -3.57  0.062
120 H -3.29 -2.33 -7.72  0.082
121 O -0.55 3.55 -3.24  0.137
122 O 0.46 2.88 -0.64  -0.046
123 C 0.42 1.58 -1.10  -0.164
124 F 5.78 2.58 2.42  0.058
125 H -3.14 0.35 1.04  0.114
126 B 1.85 0.76 0.98  -0.555
127 F -8.09 -6.55 -0.37  0.052
128 C -0.29 -0.02 -2.82  -0.056
129 C 5.09 -0.89 3.17  -0.059
130 H -6.02 -3.32 -3.87  0.055
131 C -2.32 0.61 -4.31  -0.034
132 H -6.87 1.05 -5.07  0.099
133 C 3.74 4.83 -2.69  -0.117
134 C -4.88 -0.93 1.07  -0.082

> Look up the Kohn-Sham gap of the second one.

7.17 eV